DFT (ωB97M-V with the def2-TZVPD basis set) results for the ion C4H5FO with charge +2 at a distorted geometry.

CARTESIAN COORDINATES (ANGSTROEM)
F: -0.83193 -0.55513 1.36829
O: -1.79041 0.28930 -2.67086
C: -1.08743 0.40080 -1.81910
C: -0.18049 0.64923 -0.71627
C: 0.04352 -0.52602 0.18283
C: 0.81384 -0.43539 1.40520
H: -0.56384 1.53752 -0.17755
H: 0.79152 0.93149 -1.17558
H: 0.67718 -1.46918 -0.12542
H: 1.04864 0.54766 1.81871
H: 1.07940 -1.37029 1.90974

As for the spin multiplicity: 1. The total charge is +2. As for the gap between HOMO and LUMO: 12.79 eV. As for the energy relative to the best compared isomer or geometry (same formula, charge and spin): 0.000 eV.